No. 1
This record from the OMol25 dataset describes 5 unconnected molecules or ions with the total composition C9H19Br8NO2. The level of theory is ωB97M-V with the def2-TZVPD basis set.

Positions of all 39 atoms, in Å:
1 Br -0.61 2.92 -4.85
2 C 1.29 2.98 -4.26
3 C 1.90 1.62 -4.51
4 Br 1.70 0.34 -3.05
5 H 1.30 3.27 -3.22
6 H 1.82 3.69 -4.89
7 H 2.98 1.62 -4.60
8 H 1.49 1.20 -5.42
9 Br 7.49 -2.30 3.59
10 C 5.87 -1.38 3.04
11 C 5.20 -2.23 1.97
12 Br 3.73 -1.18 1.21
13 H 6.10 -0.40 2.63
14 H 5.25 -1.22 3.91
15 H 4.81 -3.15 2.40
16 H 5.89 -2.45 1.16
17 Br -1.14 2.25 -1.29
18 C -1.78 2.65 0.54
19 C -3.22 2.27 0.81
20 Br -3.90 3.44 2.22
21 H -1.64 3.70 0.75
22 H -1.09 2.07 1.16
23 H -3.34 1.23 1.09
24 H -3.80 2.47 -0.09
25 Br -3.84 -0.89 3.08
26 C -5.07 -1.55 1.73
27 C -4.32 -1.77 0.46
28 Br -5.61 -2.07 -0.96
29 H -5.82 -0.76 1.65
30 H -5.56 -2.43 2.14
31 H -3.74 -2.69 0.52
32 H -3.66 -0.94 0.19
33 C 0.53 -1.41 -0.41
34 N -0.24 -1.62 0.83
35 O -1.03 -0.74 1.13
36 O -0.05 -2.64 1.48
37 H 1.27 -0.62 -0.27
38 H -0.21 -1.03 -1.10
39 H 1.05 -2.29 -0.77

SMILES string: C[N+](=O)[O-].BrCCBr.BrCCBr.BrCCBr.BrCCBr
Lowest unoccupied orbital energy (eV): 0.08
Orbital gap (eV): 10.115
Largest force on an atom (hartree/bohr): 0.01916
Charge: 0
HOMO level (eV): -10.034
Energy relative to the best compared isomer or geometry (same formula, charge and spin) (kJ/mol): 57.9
2S+1: 1

=====

No. 2
This record from the OMol25 dataset describes a gas-phase ion, C9H19N2 (charge +1). The level of theory is ωB97M-V with the def2-TZVPD basis set.

Positions of all 30 atoms, in Å:
1 C 0.49 1.87 1.16
2 C 0.43 2.40 -0.25
3 C 0.29 -0.04 -0.07
4 C -3.54 -0.60 0.24
5 C 2.83 -0.19 -0.17
6 C 1.50 -2.17 0.57
7 C -1.06 -0.75 -0.12
8 C -2.27 0.18 -0.08
9 C 1.51 -0.94 -0.35
10 N 0.44 0.63 1.30
11 N 0.29 1.15 -1.05
12 H 0.59 2.53 2.01
13 H -0.43 3.06 -0.39
14 H 1.34 2.94 -0.50
15 H -4.41 0.05 0.16
16 H -3.50 -0.99 1.25
17 H -3.68 -1.42 -0.46
18 H 2.97 0.08 0.87
19 H 2.89 0.72 -0.78
20 H 3.65 -0.83 -0.47
21 H 1.43 -1.85 1.60
22 H 2.43 -2.72 0.43
23 H 0.68 -2.83 0.34
24 H -1.10 -1.38 -1.01
25 H -1.10 -1.40 0.76
26 H -2.13 0.94 0.70
27 H -2.41 0.69 -1.04
28 H 1.42 -1.29 -1.39
29 H -0.60 1.13 -1.56
30 H 1.06 1.04 -1.71

SMILES string: CCC[C@]1(C(C)C)N=CC[NH2+]1
Lowest unoccupied orbital energy (eV): -2.99
Orbital gap (eV): 11.620
Largest force on an atom (hartree/bohr): 0.04284
Charge: +1
HOMO level (eV): -14.606
Energy relative to the best compared isomer or geometry (same formula, charge and spin) (kJ/mol): 66.7
2S+1: 1

=====

No. 3
This record from the OMol25 dataset describes a molecular structure, C9H19N2O. The level of theory is ωB97M-V with the def2-TZVPD basis set.

Positions of all 31 atoms, in Å:
1 C 1.35 -0.13 0.31
2 C -0.45 1.35 0.24
3 C -0.89 0.18 -0.69
4 C 2.84 -0.65 0.58
5 C -0.60 2.75 -0.35
6 C -1.09 1.34 1.66
7 C -2.15 -0.51 -0.32
8 C -0.58 0.22 -2.20
9 C 0.61 -3.27 0.34
10 N 0.98 1.11 0.43
11 N 0.47 -0.95 -0.17
12 O 0.59 -2.19 -0.66
13 H 3.58 0.22 0.74
14 H 3.14 -1.24 -0.29
15 H 2.76 -1.21 1.46
16 H -1.69 3.17 -0.37
17 H -0.13 2.88 -1.35
18 H -0.03 3.42 0.29
19 H -0.34 1.85 2.51
20 H -1.19 0.31 2.04
21 H -2.04 2.00 1.77
22 H -2.82 -0.11 0.53
23 H -1.80 -1.59 -0.04
24 H -2.78 -0.57 -1.15
25 H -0.03 1.16 -2.52
26 H -1.50 0.05 -2.72
27 H 0.15 -0.55 -2.47
28 H 1.42 -3.09 0.98
29 H 0.98 -4.17 -0.12
30 H -0.36 -3.52 0.76
31 H 1.62 1.73 0.80

Lowest unoccupied orbital energy (eV): -2.59
Orbital gap (eV): 10.792
Largest force on an atom (hartree/bohr): 0.09416
Charge: +1
HOMO level (eV): -13.384
Energy relative to the best compared isomer or geometry (same formula, charge and spin) (kJ/mol): 360.1
2S+1: 1

=====

No. 4
This record from the OMol25 dataset describes 2 unconnected molecules or ions with the total composition C9H19N2O2S. The level of theory is ωB97M-V with the def2-TZVPD basis set.

Positions of all 33 atoms, in Å:
1 C -2.61 -2.31 -0.07
2 C 1.85 -2.45 0.44
3 C 2.75 -1.28 0.37
4 C 1.33 -0.96 0.46
5 C -0.55 3.41 0.72
6 C 1.28 2.70 -0.72
7 C 0.57 -0.65 -1.94
8 C 0.33 2.22 0.36
9 C 0.51 -0.54 -0.60
10 N -1.58 -2.33 0.76
11 N -3.33 -1.22 -0.18
12 O -1.80 0.95 -0.82
13 O -0.99 0.36 1.35
14 S -0.63 0.76 0.01
15 H 1.43 -3.03 -0.40
16 H 1.80 -3.02 1.42
17 H 3.40 -1.24 1.19
18 H 3.20 -1.08 -0.58
19 H 0.97 -0.66 1.46
20 H -0.04 4.20 1.34
21 H -0.86 3.88 -0.21
22 H -1.37 3.02 1.26
23 H 0.65 2.82 -1.70
24 H 2.05 1.96 -0.87
25 H 1.60 3.62 -0.33
26 H -2.82 -3.24 -0.65
27 H 1.36 -1.12 -2.50
28 H -0.05 -0.16 -2.65
29 H 0.94 1.85 1.27
30 H -1.03 -3.26 1.02
31 H -1.26 -1.63 1.41
32 H -4.19 -1.20 -0.75
33 H -2.92 -0.35 0.14

Lowest unoccupied orbital energy (eV): -3.14
Orbital gap (eV): 9.730
Largest force on an atom (hartree/bohr): 0.08704
Charge: +1
HOMO level (eV): -12.870
Energy relative to the best compared isomer or geometry (same formula, charge and spin) (kJ/mol): 26.8
2S+1: 1

=====

No. 5
This record from the OMol25 dataset describes 2 unconnected molecules or ions with the total composition C9H19N2O3P. The level of theory is ωB97M-V with the def2-TZVPD basis set.

Positions of all 34 atoms, in Å:
1 C -1.23 0.01 1.25
2 C 2.70 0.32 1.33
3 C 2.69 1.70 -0.83
4 C -0.19 -0.64 -2.21
5 C -0.21 -2.32 -0.28
6 C -0.32 2.04 0.91
7 C 2.23 0.39 -0.06
8 C 0.48 -1.12 -0.94
9 C -0.20 0.70 0.69
10 N -2.23 -0.28 1.75
11 N 0.76 0.04 -0.03
12 O -6.19 0.22 -0.70
13 O -5.11 -0.71 1.37
14 O -3.65 -0.60 -0.77
15 P -4.77 -0.01 0.03
16 H 2.44 1.05 2.06
17 H 2.19 -0.60 1.62
18 H 3.77 0.33 1.37
19 H 2.51 2.64 -0.19
20 H 2.24 1.61 -1.86
21 H 3.81 1.65 -0.85
22 H 0.40 0.08 -2.85
23 H -0.36 -1.57 -2.69
24 H -1.15 -0.18 -2.01
25 H -0.46 -3.16 -0.91
26 H -1.23 -2.20 0.18
27 H 0.30 -2.79 0.54
28 H -4.61 1.27 0.54
29 H 0.57 2.55 0.70
30 H -0.84 2.50 1.68
31 H 2.69 -0.42 -0.58
32 H 1.50 -1.45 -1.29
33 H -6.90 0.41 -0.11
34 H -4.28 -1.16 1.59

Lowest unoccupied orbital energy (alpha / beta) (eV): 0.70 / -1.83
Orbital gap (alpha / beta) (eV): 6.244 / 7.795
Largest force on an atom (hartree/bohr): 0.11095
Charge: 0
HOMO level (alpha / beta) (eV): -5.541 / -9.626
Expectation value of S²: 2.012
Energy relative to the best compared isomer or geometry (same formula, charge and spin) (kJ/mol): 15.1
2S+1: 3

=====

No. 6
This record from the OMol25 dataset describes a gas-phase ion, C9H19N2O3Si (charge +1). The level of theory is ωB97M-V with the def2-TZVPD basis set.

Positions of all 34 atoms, in Å:
1 C -0.01 -0.74 -3.01
2 C 1.07 -0.41 -2.23
3 C -1.55 -0.42 -1.26
4 C -1.75 -2.80 0.65
5 C 0.72 -0.07 3.01
6 C 0.14 3.24 -0.27
7 C 3.78 1.26 0.26
8 C -2.33 -0.39 -0.07
9 C -2.88 -1.75 0.42
10 N -1.20 -0.78 -2.40
11 N 0.98 -0.18 -0.94
12 O 0.64 -0.28 1.60
13 O 0.02 2.04 0.42
14 O 2.53 1.59 0.71
15 Si 1.12 0.83 0.47
16 H 0.06 -0.76 -4.17
17 H 2.01 -0.71 -2.76
18 H -1.11 -3.00 -0.34
19 H -1.04 -2.68 1.53
20 H -2.18 -3.80 0.81
21 H 0.40 0.89 3.14
22 H 1.73 -0.23 3.40
23 H -0.03 -0.82 3.29
24 H -0.64 3.82 0.12
25 H -0.01 3.20 -1.32
26 H 0.93 3.73 -0.04
27 H 3.94 0.34 0.79
28 H 4.68 1.90 0.53
29 H 3.82 1.05 -0.84
30 H -1.71 -0.01 0.75
31 H -3.12 0.42 -0.40
32 H -3.38 -1.57 1.46
33 H -3.73 -2.16 -0.20
34 H -1.89 -0.74 -3.12

Lowest unoccupied orbital energy (alpha / beta) (eV): -5.40 / -5.59
Orbital gap (alpha / beta) (eV): 6.938 / 6.722
Largest force on an atom (hartree/bohr): 0.12313
Charge: +1
HOMO level (alpha / beta) (eV): -12.334 / -12.316
Energy relative to the best compared isomer or geometry (same formula, charge and spin) (kJ/mol): 327.8
2S+1: 1

=====

No. 7
This record from the OMol25 dataset describes a gas-phase ion, C9H19N2O4 (charge +1). The level of theory is ωB97M-V with the def2-TZVPD basis set.

Positions of all 34 atoms, in Å:
1 C 0.25 1.07 -0.50
2 C 1.55 0.73 -0.29
3 C -1.02 0.62 0.16
4 C 2.19 -0.58 -0.03
5 C -1.24 -0.90 -0.11
6 C -0.10 2.42 -1.01
7 C -1.03 1.03 1.52
8 C 3.95 -1.93 0.55
9 C -3.56 -1.13 -0.58
10 N 2.48 1.75 -0.56
11 N -0.26 -1.77 0.76
12 O 1.86 -1.66 -0.69
13 O -0.72 -1.12 -1.41
14 O 3.30 -0.71 0.62
15 O -2.39 -1.52 0.11
16 H -1.72 1.28 -0.38
17 H -0.86 2.31 -1.78
18 H 0.74 2.81 -1.62
19 H -0.46 3.07 -0.17
20 H -1.42 2.03 1.59
21 H -0.12 0.90 2.05
22 H -1.75 0.39 2.02
23 H 3.97 -2.31 -0.44
24 H 3.42 -2.77 1.22
25 H 5.02 -1.82 0.95
26 H -3.40 -1.12 -1.71
27 H -3.80 -0.10 -0.23
28 H -4.39 -1.90 -0.23
29 H 2.33 2.66 -0.13
30 H 3.51 1.61 -0.46
31 H -0.34 -2.70 0.51
32 H -0.47 -1.72 1.69
33 H 0.89 -1.46 -0.86
34 H -1.21 -1.77 -2.00

Lowest unoccupied orbital energy (eV): -3.93
Orbital gap (eV): 8.133
Largest force on an atom (hartree/bohr): 0.09769
Charge: +1
HOMO level (eV): -12.068
Energy relative to the best compared isomer or geometry (same formula, charge and spin) (kJ/mol): 62.2
2S+1: 1

=====

No. 8
This record from the OMol25 dataset describes C9H19N3O4 in the gas phase. The level of theory is ωB97M-V with the def2-TZVPD basis set.

Positions of all 35 atoms, in Å:
1 C 1.18 -1.66 -1.18
2 C 1.43 -0.32 -0.46
3 C -0.27 -2.21 -1.36
4 C -1.15 -1.29 -2.19
5 C -2.61 -1.62 -1.95
6 C -3.31 -1.34 -0.62
7 C 0.64 1.55 0.80
8 C 1.55 1.79 2.00
9 C -0.67 2.17 1.10
10 H 1.69 -2.90 0.39
11 H 2.96 -2.35 -0.38
12 H 1.60 -1.64 -2.18
13 H -0.10 -3.24 -1.75
14 H -0.62 -2.39 -0.33
15 H -0.90 -0.24 -1.94
16 H -1.08 -1.42 -3.27
17 H -2.76 -2.72 -2.10
18 H -3.18 -1.24 -2.81
19 H -2.97 -2.08 0.14
20 H -4.41 -1.34 -0.76
21 H -3.69 0.62 -0.43
22 H -3.16 0.00 0.90
23 H -0.49 -0.21 0.32
24 H 1.04 2.09 -0.06
25 H -1.14 1.67 1.90
26 H -0.51 3.19 1.39
27 H -1.90 1.19 -0.06
28 H 2.99 1.04 0.99
29 N 2.01 -2.67 -0.52
30 N -2.94 0.03 -0.09
31 N 0.49 0.14 0.37
32 O 2.55 0.13 -0.54
33 O 1.07 2.18 3.02
34 O -1.58 2.15 0.00
35 O 2.82 1.42 1.89

SMILES string: NCCCC[C@H](N)C(=O)N[C@@H](CO)C(=O)O
Lowest unoccupied orbital energy (eV): 0.34
Orbital gap (eV): 9.866
Largest force on an atom (hartree/bohr): 0.06156
Charge: 0
HOMO level (eV): -9.525
Energy relative to the best compared isomer or geometry (same formula, charge and spin) (kJ/mol): 37.3
2S+1: 1